Entry 1:
ORCA calculation (the ωB97M-V functional and the def2-TZVPD basis) on 2 unconnected molecules or ions with the total composition C5H13N5 at a distorted geometry.

Last column: natural (NBO) charge in e.
Element x y z (Å)
N  1.19  -1.20  0.02  -0.257
N  1.95  -0.55  -1.94  -0.448
N  -2.31  1.30  0.54  -0.200
N  -3.53  1.14  1.13  -0.642
N  2.11  -0.65  -0.73  0.046
C  -0.02  -1.82  -0.49  -0.470
C  1.52  -1.42  1.40  -0.426
C  -0.20  2.32  -1.11  -0.333
C  -2.27  1.09  -0.72  -0.046
C  -1.19  1.55  -1.56  -0.269
H  0.13  -2.94  -0.77  0.200
H  0.97  -0.81  2.19  0.204
H  1.63  -2.53  1.68  0.193
H  -4.23  0.73  0.60  0.350
H  -0.50  -1.21  -1.23  0.212
H  0.59  2.69  -1.76  0.203
H  0.99  -0.76  -2.37  0.286
H  -0.13  2.70  -0.07  0.210
H  -1.29  1.16  -2.53  0.201
H  -0.86  -1.91  0.21  0.226
H  -3.11  0.65  -1.23  0.143
H  -3.46  1.08  2.15  0.382
H  2.51  -0.92  1.37  0.234

Properties
ΔE to the lowest compared entry with this formula, charge and spin	82.8	kcal per mole
lowest unoccupied orbital energy	0.61	eV
orbital gap	8.87	eV
E	-471.91365	hartree
HOMO energy	-8.262	eV

***

Entry 2:
ORCA calculation (the ωB97M-V functional and the def2-TZVPD basis) on C4H5N3 in the gas phase.

Last column: natural (NBO) charge in e.
Element x y z (Å)
N  1.01  -1.30  0.89  -0.787
N  -1.26  0.01  -1.09  -0.419
N  -0.34  1.73  0.19  -0.421
C  -1.39  1.02  -0.24  0.153
C  -0.09  -0.64  -1.15  -0.057
C  0.81  1.08  0.22  -0.029
C  0.74  -0.34  -0.06  0.177
H  1.72  1.63  0.44  0.214
H  0.33  -2.05  0.75  0.384
H  0.83  -0.93  1.81  0.389
H  0.03  -1.50  -1.82  0.210
H  -2.40  1.29  0.06  0.187

Properties
ΔE to the lowest compared entry with this formula, charge and spin	62.0	kcal per mole
lowest unoccupied orbital energy	0.30	eV
orbital gap	8.45	eV
E	-319.61347	hartree
HOMO energy	-8.143	eV

***

Entry 3:
ORCA calculation (the ωB97M-V functional and the def2-TZVPD basis) on 2 unconnected molecules or ions with the total composition C6H8N2S2 at a distorted geometry.

Last column: natural (NBO) charge in e.
Element x y z (Å)
S  2.46  1.11  0.26  0.266
S  -1.55  -1.67  0.15  -0.193
N  -0.01  0.71  -1.06  -0.715
N  1.32  -1.11  -0.41  -0.563
C  3.24  -0.47  0.56  -0.425
C  -1.87  -0.29  -0.71  -0.213
C  -2.57  1.09  1.23  -0.328
C  2.50  -1.49  0.14  -0.029
C  -2.35  0.93  -0.10  -0.292
C  1.05  0.20  -0.52  0.361
H  4.33  -0.42  0.69  0.249
H  0.77  -1.74  -0.88  0.434
H  -2.61  1.90  -0.68  0.215
H  -1.79  -0.42  -1.73  0.205
H  -0.11  1.69  -0.84  0.372
H  -2.30  0.48  2.13  0.231
H  -3.04  2.05  1.34  0.191
H  2.52  -2.54  0.42  0.236

Properties
ΔE to the lowest compared entry with this formula, charge and spin	73.3	kcal per mole
lowest unoccupied orbital energy	0.06	eV
orbital gap	8.09	eV
E	-1139.20252	hartree
HOMO energy	-8.033	eV

***

Entry 4:
ORCA calculation (the ωB97M-V functional and the def2-TZVPD basis) on a molecular structure, C10H11F12LiN4O8S4 at a distorted geometry.

Last column: natural (NBO) charge in e.
Element x y z (Å)
S  0.81  -2.08  0.15  2.074
S  -3.89  -1.48  -1.99  2.168
S  1.01  -0.69  2.29  2.164
S  -4.36  -2.61  0.25  2.158
F  -1.41  -0.89  -2.87  -0.318
F  -2.72  0.83  -2.62  -0.311
F  -0.20  -4.12  1.79  -0.293
F  -1.21  -3.88  -0.12  -0.299
F  -5.37  -0.66  1.82  -0.317
F  -3.09  -0.30  -4.23  -0.313
F  -1.09  0.94  2.59  -0.326
F  0.75  1.54  3.74  -0.312
F  0.75  -4.78  0.05  -0.307
F  -4.68  -2.65  2.79  -0.288
F  -3.16  -1.42  2.27  -0.322
F  -0.59  -0.03  4.43  -0.297
O  -5.74  -2.66  -0.07  -0.874
O  2.19  -2.39  0.50  -0.887
O  1.25  -1.86  3.14  -0.862
O  -3.80  -3.91  0.37  -0.881
O  2.09  0.12  1.77  -0.947
O  -5.21  -0.78  -2.05  -0.893
O  -3.78  -2.80  -2.57  -0.920
O  0.73  -1.91  -1.30  -0.913
N  -3.26  -1.52  -0.60  -1.331
N  -0.07  -0.93  1.10  -1.271
N  1.97  1.75  -2.02  -0.289
N  2.80  2.82  -0.29  -0.294
C  3.65  3.09  -1.43  -0.045
C  4.40  3.45  1.46  -0.613
C  1.79  1.96  -0.67  0.291
C  -0.04  -3.81  0.52  0.782
C  3.12  2.40  -2.46  -0.046
C  1.17  0.95  -2.88  -0.415
C  2.95  3.43  1.04  -0.238
C  -4.39  -1.72  1.93  0.758
C  -2.65  -0.39  -2.97  0.748
C  -0.05  0.52  3.34  0.752
Li  -1.81  -0.86  0.36  0.892
H  4.68  2.48  1.87  0.240
H  5.05  3.73  0.63  0.200
H  4.57  4.19  2.24  0.238
H  0.23  0.65  -2.42  0.248
H  3.59  2.21  -3.42  0.254
H  2.58  2.69  1.74  0.251
H  2.29  4.30  1.04  0.222
H  1.64  0.03  -3.20  0.248
H  1.07  1.69  -3.67  0.217
H  4.51  3.73  -1.28  0.250
H  0.96  1.61  -0.07  0.264

Properties
lowest unoccupied orbital energy	-0.92	eV
orbital gap	8.68	eV
E	-4007.13648	hartree
HOMO energy	-9.603	eV

***

Entry 5:
ORCA calculation (the ωB97M-V functional and the def2-TZVPD basis) on 2 unconnected molecules or ions with the total composition C4H4P2 at a distorted geometry.

Last column: natural (NBO) charge in e.
Element x y z (Å)
P  2.09  -1.68  -0.32  0.474
P  -0.12  1.45  1.92  0.438
C  -1.13  0.41  -1.65  -0.227
C  0.46  0.38  0.78  -0.419
C  -1.43  -0.36  -0.78  -0.216
C  1.09  -0.40  0.01  -0.448
H  -1.96  -0.75  0.03  0.223
H  3.21  -1.26  0.71  -0.019
H  -0.60  0.86  -2.42  0.223
H  -1.62  1.34  1.71  -0.028

Properties
ΔE to the lowest compared entry with this formula, charge and spin	89.1	kcal per mole
lowest unoccupied orbital energy (alpha / beta)	-1.69 / -1.68	eV
orbital gap (alpha / beta)	6.88 / 6.89	eV
E	-837.26615	hartree
HOMO energy (alpha / beta)	-8.563 / -8.565	eV

***

Entry 6:
ORCA calculation (the ωB97M-V functional and the def2-TZVPD basis) on C4H12N2O in the gas phase at a distorted geometry.

Last column: natural (NBO) charge in e.
Element x y z (Å)
O  -0.20  2.24  0.14  -0.728
N  0.00  0.68  1.96  -0.649
N  0.59  -0.95  -1.28  -0.646
C  -0.85  1.73  1.33  0.069
C  0.90  -0.03  1.01  -0.253
C  -0.30  -1.44  -2.32  -0.409
C  0.20  -1.05  0.08  -0.222
H  -1.82  1.28  1.19  0.166
H  -0.52  1.70  -0.59  0.463
H  -0.97  -0.70  -2.77  0.170
H  1.56  -0.69  1.63  0.193
H  0.37  -2.00  0.60  0.190
H  -0.85  2.64  1.93  0.182
H  -0.91  -2.17  -1.77  0.194
H  0.13  -2.00  -3.16  0.194
H  1.03  -0.10  -1.60  0.368
H  -0.85  -0.82  0.26  0.161
H  0.72  1.06  2.55  0.355
H  1.76  0.64  0.81  0.204

Properties
ΔE to the lowest compared entry with this formula, charge and spin	69.4	kcal per mole
lowest unoccupied orbital energy	0.85	eV
orbital gap	9.42	eV
E	-344.27449	hartree
HOMO energy	-8.576	eV